Density functional theory data (the ωB97M-V functional and the def2-TZVPD basis) for a molecular structure, C31H44N4P2Pt.

Cartesian coordinates (Å):
Pt1 -0.75 -1.90 -0.76
C1 -1.50 -0.55 -2.01
C2 -1.45 0.80 -1.30
C3 -2.77 1.14 -0.61
C4 -3.11 0.12 0.47
C5 -2.25 -1.16 0.56
C6 -2.68 -2.32 -0.20
C7 -3.49 -2.14 -1.47
C8 -2.88 -1.08 -2.42
C9 0.10 -2.75 0.92
H1 -0.89 -0.45 -2.92
H2 -1.27 1.54 -2.09
H3 -3.59 1.23 -1.32
H4 -2.71 2.14 -0.16
H5 -3.07 0.62 1.45
H6 -4.15 -0.19 0.37
H7 -1.88 -1.29 1.59
H8 -2.84 -3.24 0.36
H9 -4.54 -1.93 -1.23
H10 -3.50 -3.11 -1.98
H11 -2.73 -1.57 -3.40
H12 -3.57 -0.25 -2.60
H13 0.61 -3.67 0.59
H14 -0.67 -3.00 1.67
H15 0.82 -2.05 1.37
P1 0.01 0.92 3.00
P2 -0.09 1.29 0.05
N1 -0.89 0.40 4.36
N2 1.52 1.11 3.79
N3 0.14 0.16 -4.70
N4 1.10 1.97 -1.01
C10 -0.63 2.58 2.58
C11 -0.48 2.82 1.03
C12 -1.29 -0.94 4.55
C13 -1.83 -1.04 5.82
C14 -1.74 0.26 6.44
C15 -1.14 1.12 5.53
C16 2.51 0.10 3.84
C17 3.48 0.49 4.74
C18 3.07 1.76 5.30
C19 1.86 2.10 4.72
C20 0.39 -1.08 -5.24
C21 -0.36 -1.25 -6.44
C22 -1.06 -0.03 -6.65
C23 -0.72 0.81 -5.54
C24 1.16 1.89 -2.40
C25 2.37 2.38 -2.83
C26 3.13 2.71 -1.66
C27 2.35 2.43 -0.55
H16 -0.11 3.37 3.16
H17 -1.70 2.60 2.86
H18 -1.38 3.29 0.61
H19 0.35 3.53 0.86
H20 -1.14 -1.65 3.76
H21 -2.25 -1.93 6.27
H22 -2.08 0.53 7.42
H23 -0.91 2.17 5.58
H24 2.42 -0.76 3.20
H25 4.38 -0.05 4.99
H26 3.61 2.35 6.01
H27 1.21 2.95 4.84
H28 1.05 -1.80 -4.77
H29 -0.36 -2.13 -7.06
H30 -1.72 0.25 -7.46
H31 -1.07 1.82 -5.36
H32 0.35 1.50 -3.00
H33 2.67 2.47 -3.86
H34 4.15 3.08 -1.64
H35 2.55 2.52 0.51
C28 3.35 -2.19 -2.43
C29 2.27 -2.06 -1.36
C30 2.61 -0.99 -0.33
C31 0.94 -1.74 -2.00
H36 3.52 -1.23 -2.94
H37 3.04 -2.92 -3.19
H38 4.29 -2.52 -1.99
H39 2.13 -3.03 -0.86
H40 3.02 -0.10 -0.80
H41 1.71 -0.67 0.21
H42 3.33 -1.36 0.41
H43 0.69 -2.45 -2.81
H44 1.00 -0.75 -2.46

Computed properties:
Net charge: 0
Multiplicity: 3
Kohn-Sham gap (spin up / spin down): 7.62 / 4.82 eV

***

Density functional theory data (the ωB97M-V functional and the def2-TZVPD basis) for a molecular structure, C3H5N3O.

Cartesian coordinates (Å):
N1 1.70 1.61 0.02
C1 0.74 1.05 0.76
N2 -0.05 0.56 1.46
C2 -1.10 -0.76 0.67
O1 -2.35 -0.27 0.62
C3 -0.46 -1.16 -0.54
N3 0.72 -0.81 -0.97
H1 1.59 2.60 -0.17
H2 1.83 1.01 -0.79
H3 -2.69 -0.29 1.53
H4 -0.98 -2.04 -0.95
H5 1.06 -1.50 -1.63

Computed properties:
Net charge: 0
Energy relative to the best compared isomer or geometry (same formula, charge and spin): 4.854 eV
Kohn-Sham gap: 8.13 eV

***

Density functional theory data (the ωB97M-V functional and the def2-TZVPD basis) for C20H21N3O3 in the gas phase.

Cartesian coordinates (Å):
C1 3.52 2.61 1.02
O1 3.62 1.38 1.67
C2 4.58 0.52 1.08
C3 4.51 -0.84 1.79
N1 3.17 -1.37 1.72
C4 2.70 -1.89 0.58
O2 3.38 -2.18 -0.38
C5 1.17 -2.10 0.59
N2 0.47 -0.83 0.46
C6 0.30 -0.09 1.59
O3 0.68 -0.48 2.67
C7 -0.40 1.24 1.39
N3 -1.78 0.95 1.14
C8 -2.12 0.44 0.03
C9 -3.54 0.14 -0.19
C10 -4.51 0.85 0.51
C11 -5.85 0.56 0.33
C12 -6.24 -0.44 -0.55
C13 -5.28 -1.15 -1.24
C14 -3.94 -0.87 -1.07
C15 -1.17 0.17 -1.07
C16 -1.51 0.53 -2.37
C17 -0.65 0.32 -3.42
C18 0.58 -0.28 -3.19
C19 0.94 -0.65 -1.91
C20 0.08 -0.41 -0.83
H1 4.47 3.16 1.05
H2 3.22 2.49 -0.03
H3 2.76 3.18 1.55
H4 5.59 0.95 1.17
H5 4.36 0.38 0.01
H6 4.78 -0.72 2.84
H7 5.20 -1.53 1.30
H8 2.50 -1.04 2.41
H9 0.87 -2.55 1.54
H10 0.89 -2.75 -0.23
H11 -0.33 1.81 2.32
H12 0.08 1.78 0.57
H13 -4.19 1.62 1.20
H14 -6.60 1.12 0.88
H15 -7.29 -0.66 -0.69
H16 -5.57 -1.94 -1.92
H17 -3.19 -1.45 -1.60
H18 -2.47 1.00 -2.54
H19 -0.93 0.61 -4.42
H20 1.26 -0.47 -4.00
H21 1.90 -1.12 -1.74

Computed properties:
Net charge: 0
SMILES string: COCCNC(=O)CN1C(=O)CN=C(c2ccccc2)c2ccccc21
Energy relative to the best compared isomer or geometry (same formula, charge and spin): 2.397 eV
Kohn-Sham gap: 9.21 eV

***

Density functional theory data (the ωB97M-V functional and the def2-TZVPD basis) for 2 unconnected molecules or ions with the total composition C3H4O3.

Cartesian coordinates (Å):
O1 0.60 3.57 -0.83
C1 0.43 2.60 -0.26
C2 0.32 1.32 -0.03
O2 0.19 0.63 1.18
H1 0.16 0.68 -0.92
H2 -0.02 1.16 1.95
C3 -0.35 -2.49 -0.35
O3 -1.35 -1.83 -0.65
H3 -0.27 -3.56 -0.42
H4 0.29 -2.08 0.33

Computed properties:
Net charge: 0
SMILES string: O=C=CO.C=O
Energy relative to the best compared isomer or geometry (same formula, charge and spin): 3.950 eV
Kohn-Sham gap: 8.38 eV

***

Density functional theory data (the ωB97M-V functional and the def2-TZVPD basis) for a molecular structure, C20H25N6ORuS3Se3Te.

Cartesian coordinates (Å):
Ru1 0.51 0.62 1.23
C1 -2.29 0.40 3.59
C2 -1.98 -0.87 2.85
N1 -1.00 -1.05 2.00
C3 -0.97 -2.34 1.51
C4 -1.95 -3.15 1.99
S1 -2.94 -2.28 3.08
C5 0.11 -2.73 0.60
C6 0.22 -3.91 -0.07
S2 1.72 -3.96 -0.89
C7 2.10 -2.38 -0.29
N2 1.17 -1.87 0.44
C8 3.43 -1.74 -0.54
H1 -1.58 1.17 3.31
H2 -2.21 0.23 4.67
H3 -3.30 0.74 3.36
H4 -2.11 -4.19 1.78
H5 -0.47 -4.73 -0.10
H6 3.93 -2.17 -1.40
H7 4.06 -1.87 0.34
H8 3.30 -0.67 -0.68
Se1 0.77 3.75 3.80
Se2 -0.32 3.44 5.73
Te1 0.75 1.28 6.70
Se3 1.06 -0.01 4.69
O1 2.50 -0.46 2.55
N3 2.54 0.55 1.72
C9 3.66 1.12 1.42
C10 3.85 2.25 0.55
C11 3.00 3.20 0.09
C12 1.59 3.41 0.25
C13 0.68 2.51 0.66
S3 -0.98 2.47 0.99
H9 4.54 0.69 1.89
H10 4.89 2.40 0.30
H11 3.49 3.99 -0.49
H12 1.23 4.40 -0.01
C14 -3.77 -0.31 -2.65
C15 -3.50 -0.82 -1.24
N4 -2.20 -0.34 -0.81
C16 -1.15 -0.04 -1.61
N5 -0.01 0.27 -1.06
C17 1.08 0.56 -1.97
C18 0.58 1.41 -3.14
C19 -0.45 0.60 -3.89
N6 -1.35 -0.09 -2.96
C20 -2.57 -0.66 -3.51
H13 -3.91 0.77 -2.63
H14 -4.68 -0.77 -3.04
H15 -3.53 -1.91 -1.24
H16 -4.25 -0.46 -0.54
H17 -1.99 -0.29 0.18
H18 1.52 -0.37 -2.36
H19 1.86 1.09 -1.42
H20 1.40 1.69 -3.81
H21 0.14 2.32 -2.73
H22 0.03 -0.13 -4.54
H23 -1.06 1.25 -4.53
H24 -2.48 -1.75 -3.60
H25 -2.70 -0.27 -4.52

Computed properties:
Net charge: 0
Multiplicity: 6
Energy relative to the best compared isomer or geometry (same formula, charge and spin): 2.355 eV
Kohn-Sham gap (spin up / spin down): 6.58 / 5.10 eV

***

Density functional theory data (the ωB97M-V functional and the def2-TZVPD basis) for a molecular structure, C38H45BaN5PSe.

Cartesian coordinates (Å):
Ba1 0.00 -0.45 0.06
C1 3.94 -1.60 -0.29
C2 2.76 -1.92 0.55
C3 1.86 -2.94 0.24
C4 2.02 -3.80 -0.99
C5 0.77 -3.20 1.11
C6 -0.27 -4.26 0.74
C7 0.61 -2.42 2.27
C8 -0.64 -2.49 3.15
C9 1.53 -1.42 2.58
C10 1.36 -0.61 3.83
C11 2.60 -1.15 1.71
C12 3.56 -0.01 1.99
H1 3.90 -0.53 -0.55
H2 3.92 -2.18 -1.20
H3 4.85 -1.84 0.26
H4 2.39 -4.79 -0.70
H5 2.69 -3.37 -1.72
H6 1.05 -3.97 -1.46
H7 -1.07 -4.26 1.49
H8 0.17 -5.25 0.71
H9 -0.75 -4.01 -0.23
H10 -1.44 -3.03 2.74
H11 -1.04 -1.52 3.36
H12 -0.37 -2.92 4.12
H13 0.84 -1.20 4.59
H14 0.79 0.29 3.68
H15 2.31 -0.34 4.27
H16 4.48 -0.38 2.40
H17 3.10 0.69 2.64
H18 3.80 0.51 1.05
Se1 -2.75 6.08 4.75
N1 -3.54 4.65 4.11
C13 -2.63 3.95 3.49
C14 -2.92 2.72 2.75
C15 -4.22 2.17 2.73
C16 -4.46 1.07 1.95
C17 -3.40 0.53 1.21
N2 -2.16 0.98 1.31
C18 -1.90 2.07 2.06
C19 -0.52 2.59 2.10
N3 0.46 1.94 1.44
C20 1.66 2.48 1.42
C21 2.04 3.61 2.14
C22 1.07 4.28 2.82
C23 -0.23 3.75 2.81
C24 -1.31 4.48 3.51
N4 -1.19 5.62 4.09
H19 -5.00 2.54 3.35
H20 -5.43 0.59 1.95
H21 -3.54 -0.35 0.59
H22 2.38 1.93 0.81
H23 3.06 3.94 2.12
H24 1.29 5.17 3.38
C25 0.87 0.98 -2.23
C26 2.26 1.31 -2.21
C27 2.75 2.50 -1.61
C28 4.11 2.74 -1.50
C29 5.05 1.85 -2.03
C30 4.58 0.73 -2.70
C31 3.23 0.46 -2.78
C32 6.43 2.17 -1.93
N5 7.54 2.49 -1.89
H25 0.62 0.27 -3.02
H26 0.21 1.83 -2.18
H27 2.05 3.22 -1.18
H28 4.45 3.65 -0.98
H29 5.31 0.07 -3.16
H30 2.88 -0.44 -3.28
C33 -3.58 1.04 -4.40
C34 -2.67 0.89 -3.20
P1 -2.52 -0.77 -2.35
C35 -4.30 -1.31 -2.22
C36 -4.48 -2.51 -1.28
C37 -1.85 -1.84 -3.71
C38 -1.73 -3.27 -3.26
H31 -3.56 2.10 -4.69
H32 -4.63 0.75 -4.23
H33 -3.22 0.43 -5.24
H34 -3.00 1.56 -2.39
H35 -1.68 1.21 -3.48
H36 -4.75 -1.46 -3.21
H37 -4.77 -0.47 -1.73
H38 -3.93 -3.38 -1.60
H39 -5.55 -2.80 -1.25
H40 -4.17 -2.28 -0.28
H41 -0.86 -1.44 -4.00
H42 -2.47 -1.75 -4.62
H43 -1.19 -3.39 -2.32
H44 -1.22 -3.87 -4.04
H45 -2.70 -3.70 -3.09

Computed properties:
Net charge: +1
Kohn-Sham gap: 5.30 eV

***

Density functional theory data (the ωB97M-V functional and the def2-TZVPD basis) for a molecular structure, C16H34OP2Sr.

Cartesian coordinates (Å):
P1 -2.17 -1.03 -2.15
P2 2.71 -1.27 -1.39
C1 -0.55 -0.96 -2.83
C2 0.78 -1.58 -2.08
H1 -0.44 -0.03 -3.46
H2 -0.68 -1.68 -3.68
H3 0.48 -2.15 -1.16
H4 1.08 -2.41 -2.77
C3 3.39 0.30 -2.29
H5 3.35 1.26 -1.70
H6 2.80 0.35 -3.26
H7 4.43 0.05 -2.66
C4 3.84 -2.43 -2.32
H8 4.47 -1.91 -3.09
H9 3.31 -3.30 -2.77
H10 4.51 -2.79 -1.50
C5 -3.19 0.10 -3.18
H11 -4.10 0.35 -2.59
H12 -3.46 -0.36 -4.13
H13 -2.60 1.03 -3.36
C6 -2.62 -2.80 -2.20
H14 -1.70 -3.37 -1.94
H15 -2.96 -3.08 -3.20
H16 -3.40 -3.00 -1.44
Sr1 0.94 1.46 -2.36
C7 1.91 -1.23 -4.99
C8 2.01 0.10 -5.22
C9 1.52 0.80 -6.43
C10 0.17 0.26 -6.96
C11 -0.71 -0.20 -5.85
C12 -0.98 -1.51 -5.60
C13 -0.07 -2.69 -5.79
C14 1.45 -2.26 -5.95
C15 -2.35 -0.42 -0.42
H17 2.49 -1.65 -4.16
H18 2.83 0.76 -4.85
H19 2.21 0.79 -7.29
H20 1.37 1.84 -6.11
H21 -0.31 1.05 -7.56
H22 0.34 -0.60 -7.61
H23 -1.35 0.54 -5.37
H24 -2.07 -1.88 -5.48
H25 -0.23 -3.32 -6.67
H26 -0.16 -3.35 -4.91
H27 2.03 -3.19 -5.87
H28 1.62 -1.90 -6.97
H29 -1.52 -0.83 0.17
H30 -3.35 -0.65 0.04
H31 -2.20 0.69 -0.44
C16 0.60 1.32 1.35
O1 0.86 1.11 -0.05
H32 1.37 1.97 1.77
H33 0.59 0.36 1.91
H34 -0.39 1.77 1.56

Computed properties:
Net charge: 0
Energy relative to the best compared isomer or geometry (same formula, charge and spin): 7.098 eV
Kohn-Sham gap (spin up / spin down): 3.17 / 3.17 eV

***

Density functional theory data (the ωB97M-V functional and the def2-TZVPD basis) for a molecular structure, C30H70F6Na3O20S2.

Cartesian coordinates (Å):
Na1 1.55 2.89 -2.21
Na2 2.10 -0.26 -4.53
Na3 4.14 -1.56 0.71
C1 -2.47 1.56 -4.89
F1 -2.88 0.74 -5.84
F2 -3.29 2.62 -4.90
F3 -2.60 1.03 -3.67
S1 -0.63 2.12 -5.10
O1 0.04 0.89 -5.57
O2 -0.58 3.17 -6.10
O3 -0.20 2.59 -3.77
C2 -0.56 -1.04 -0.98
F4 -0.29 -2.30 -1.29
F5 -1.45 -0.50 -1.78
F6 -1.05 -0.96 0.25
S2 1.10 -0.10 -0.92
O4 1.53 0.06 -2.30
O5 0.85 1.24 -0.35
O6 1.87 -1.00 -0.05
C3 6.14 -0.76 5.58
O7 5.73 -1.06 4.24
C4 5.42 0.07 3.43
C5 3.92 0.34 3.55
O8 3.21 -0.68 2.90
C6 1.78 -0.49 2.94
H1 5.33 -0.24 6.10
H2 6.94 -0.02 5.47
H3 6.49 -1.64 6.10
H4 5.72 -0.13 2.40
H5 5.96 0.96 3.75
H6 3.78 1.34 3.11
H7 3.69 0.44 4.62
H8 1.15 -1.31 2.61
H9 1.55 0.36 2.31
H10 1.49 -0.32 3.98
C7 -1.55 3.56 -1.13
O9 -0.20 4.00 -1.06
C8 -0.02 5.30 -0.53
C9 1.46 5.64 -0.74
O10 1.82 5.30 -2.09
C10 3.09 5.79 -2.43
H11 -1.74 2.51 -0.89
H12 -1.83 3.70 -2.18
H13 -2.18 4.11 -0.42
H14 -0.38 5.49 0.49
H15 -0.57 5.95 -1.22
H16 2.07 5.08 -0.03
H17 1.59 6.71 -0.58
H18 3.93 5.25 -1.96
H19 3.21 6.81 -2.04
H20 3.25 5.83 -3.51
C11 3.75 -9.64 -2.93
O11 4.12 -8.76 -1.88
C12 3.38 -7.56 -1.87
C13 3.38 -6.78 -0.56
O12 2.31 -5.87 -0.49
C14 2.46 -4.67 -1.19
H21 4.25 -10.58 -2.71
H22 4.04 -9.30 -3.92
H23 2.69 -9.88 -2.84
H24 2.34 -7.78 -2.14
H25 3.71 -6.90 -2.68
H26 4.32 -6.24 -0.43
H27 3.22 -7.42 0.31
H28 1.70 -3.89 -1.10
H29 2.41 -4.89 -2.26
H30 3.43 -4.17 -1.01
C15 3.89 -1.39 -6.96
O13 2.87 -1.84 -6.08
C16 2.11 -2.96 -6.53
C17 1.45 -3.62 -5.32
O14 0.76 -2.63 -4.59
C18 -0.55 -2.33 -5.03
H31 4.42 -0.61 -6.41
H32 3.52 -0.99 -7.90
H33 4.61 -2.20 -7.12
H34 2.69 -3.73 -7.06
H35 1.41 -2.50 -7.23
H36 2.27 -3.88 -4.65
H37 0.84 -4.47 -5.64
H38 -1.18 -3.22 -4.88
H39 -0.62 -1.99 -6.06
H40 -0.98 -1.59 -4.36
C19 -5.26 -1.87 3.86
O15 -4.81 -0.56 4.20
C20 -4.09 -0.54 5.42
C21 -2.97 0.48 5.33
O16 -1.79 -0.04 4.70
C22 -1.92 -0.46 3.37
H41 -4.44 -2.58 3.85
H42 -5.79 -1.90 2.91
H43 -6.00 -2.15 4.62
H44 -3.64 -1.51 5.67
H45 -4.84 -0.27 6.17
H46 -2.69 0.84 6.32
H47 -3.29 1.34 4.73
H48 -0.91 -0.84 3.20
H49 -2.21 0.38 2.71
H50 -2.69 -1.22 3.19
C23 -8.16 2.56 2.79
O17 -7.01 2.34 1.99
C24 -6.79 0.99 1.69
C25 -5.44 0.87 1.06
O18 -5.21 -0.47 0.67
C26 -4.10 -0.62 -0.16
H51 -8.96 1.90 2.45
H52 -8.51 3.59 2.76
H53 -7.85 2.39 3.83
H54 -7.54 0.62 0.98
H55 -6.80 0.34 2.57
H56 -4.72 1.17 1.84
H57 -5.21 1.61 0.28
H58 -3.18 -0.13 0.18
H59 -4.38 -0.19 -1.14
H60 -3.83 -1.65 -0.39
C27 -2.79 3.49 2.22
O19 -1.45 3.89 2.21
C28 -0.51 2.88 2.54
C29 0.87 3.45 2.41
O20 1.03 4.40 3.43
C30 2.20 5.16 3.36
H61 -3.30 3.61 3.18
H62 -3.01 2.44 1.96
H63 -3.32 4.10 1.49
H64 -0.64 1.96 1.96
H65 -0.65 2.63 3.60
H66 0.96 3.88 1.41
H67 1.57 2.60 2.44
H68 2.69 5.22 2.39
H69 2.95 4.90 4.12
H70 1.95 6.18 3.68

Computed properties:
Net charge: +1
Energy relative to the best compared isomer or geometry (same formula, charge and spin): 0.000 eV
Kohn-Sham gap: 7.32 eV

***

no.,largest force on an atom (eV Å⁻¹)
1,2.69
2,1.17
3,0.66
4,4.31
5,0.50
6,1.62
7,2.60
8,2.26